The following is a quantum chemistry calculation of one molecule with the formula C4H11N3O at a distorted geometry, from the Open Molecules 2025 dataset.

The geometry in XYZ format:
```
19
Properties=species:S:1:pos:R:3:forces:R:3
N 2.087782 1.298941 0.653368 0.3 0.7 0.5
C 0.868715 1.093684 1.448215 0.4 -0.6 -1.1
C 0.540856 -0.422659 1.410056 -0.9 0.8 0.9
N 0.694870 -1.055807 0.107179 0.1 -0.2 0.1
C -0.349069 -1.328677 -0.771885 -0.8 -0.1 0.6
O -0.388080 -2.359648 -1.395317 0.2 0.1 -0.5
C -1.425188 -0.213917 -0.882072 0.6 0.0 0.1
N -2.074934 -0.206509 -2.155440 -0.1 -0.6 -0.9
H 2.069053 2.236085 0.273697 0.3 0.0 0.0
H 2.192558 0.665245 -0.124970 -0.4 -0.2 0.0
H 1.075282 1.376426 2.490350 -0.3 0.1 -0.3
H 0.057649 1.705609 1.001806 0.1 -0.4 0.7
H -0.475574 -0.569053 1.792904 -0.1 0.1 -0.3
H 1.116014 -0.908753 2.210226 0.4 -0.2 -0.8
H 1.402702 -1.772971 0.064954 -0.1 -0.2 0.0
H -2.259508 -0.407371 -0.167754 1.0 0.4 0.2
H -0.791504 0.676394 -0.686490 -0.9 0.1 0.3
H -1.495649 -0.230380 -2.979264 0.2 0.0 0.2
H -2.845977 0.423362 -2.289562 0.1 0.2 0.3
```
Positions in Å, forces in eV/Å.

## Properties
M ... 117.2 Da
Energy relative to the best compared isomer or geometry (same formula, charge and spin) ... 32.22 kcal per mole
HOMO energy ... -9.13 eV

The following is a quantum chemistry calculation of a 13-piece molecular cluster, C38H81Br10N6O9 overall at a distorted geometry, from the Open Molecules 2025 dataset.

The geometry in XYZ format:
```
144
Properties=species:S:1:pos:R:3:forces:R:3
C 0.635880 -0.994613 -2.621830 0.1 -0.1 1.1
C 0.938381 -0.853594 -1.129012 0.1 0.4 1.3
N 0.489853 0.457842 -0.432362 0.4 0.2 -2.9
C 0.947475 1.622098 -1.333193 -0.6 -0.2 0.5
C -1.029517 0.503928 -0.454409 -0.2 -0.7 2.4
C -1.627897 1.671033 0.366373 0.2 -0.8 0.0
C 1.145644 0.658927 0.894441 -1.0 0.9 1.2
C 0.964358 -0.437521 1.920980 1.2 -0.7 -0.8
O -0.352769 -0.947200 1.998783 0.6 0.5 0.0
C -0.507537 -1.703579 3.170636 -0.1 0.2 0.5
H 0.711763 -2.071394 -2.780437 0.1 0.2 -0.4
H 1.337813 -0.443887 -3.244350 0.0 -0.1 -0.1
H -0.388961 -0.688810 -2.828332 0.2 0.0 -0.1
H 1.986762 -0.938734 -0.839000 0.2 0.1 -0.7
H 0.471007 -1.664483 -0.569029 -0.4 0.1 0.0
H 2.018362 1.567997 -1.513842 0.1 0.3 0.3
H 0.563837 2.495927 -0.814414 0.9 0.4 0.1
H 0.398121 1.610907 -2.275051 0.2 -0.6 0.9
H -1.275600 -0.406517 0.089109 -0.3 0.0 -0.1
H -1.443166 0.370259 -1.449306 0.5 0.6 -0.2
H -1.335123 2.632643 -0.047519 -0.4 0.2 0.1
H -1.367977 1.607656 1.423604 0.7 0.1 -0.2
H -2.703201 1.526216 0.471573 -0.1 0.3 -0.8
H 0.762639 1.597080 1.295322 -0.1 0.1 -0.2
H 2.205970 0.909350 0.821152 0.0 -0.2 -0.6
H 1.426041 -0.173236 2.879095 -0.7 0.8 0.2
H 1.705695 -1.200664 1.654539 -0.5 -0.9 -0.3
H -1.507529 -2.138324 3.137011 0.2 -0.3 0.0
H -0.444985 -1.056496 4.053997 0.0 0.0 0.0
H 0.298564 -2.440500 3.269544 -0.3 -0.3 -0.1
C 0.564586 4.962877 2.038456 -0.5 0.3 0.7
C 1.820938 4.431638 1.354170 1.5 -0.2 -1.1
O 2.353027 3.318205 1.670565 -1.2 0.0 0.8
O 2.287066 5.173891 0.472023 -0.3 0.4 -0.1
H 0.391770 6.017422 1.823467 0.3 0.0 -0.2
H 0.661577 4.895611 3.123320 -0.1 -0.3 0.1
H -0.366746 4.474712 1.740826 0.1 -0.5 0.0
C 3.035388 4.361320 -4.502549 0.0 0.3 -0.9
C 3.888817 3.114294 -4.248356 1.9 -0.6 2.7
O 3.340218 1.987977 -4.058457 -1.5 0.3 -0.8
O 5.100842 3.298569 -3.986969 -0.4 0.6 -1.0
H 2.410670 4.630106 -3.650548 0.0 -0.3 0.1
H 2.395524 4.167275 -5.372855 0.3 1.2 0.6
H 3.641806 5.232613 -4.747207 0.2 -0.1 0.1
C -7.089056 3.781417 3.021974 0.2 0.0 -0.4
O -7.067862 2.720650 3.609612 -0.2 0.1 0.0
N -6.593755 4.014303 1.783225 -0.3 0.0 0.2
C -6.446718 5.393781 1.316767 -0.6 -0.6 -0.3
C -5.939432 2.972258 1.015916 1.4 0.8 -0.3
H -7.529673 4.715587 3.403181 -0.1 -0.1 0.5
H -6.875744 6.079725 2.044177 0.2 0.0 0.1
H -7.030826 5.519076 0.403175 0.2 0.1 -0.2
H -5.405127 5.648194 1.121517 0.1 0.0 0.1
H -5.985402 1.957635 1.397713 -0.6 0.2 0.4
H -6.220227 2.999799 -0.037863 -0.4 0.0 0.2
H -4.878866 3.254737 1.036654 0.2 -0.3 -0.2
C 4.362584 -2.991501 -1.143740 -0.9 0.0 -0.5
O 4.003303 -2.370353 -2.121166 0.2 0.2 0.3
N 3.648936 -4.025151 -0.621308 0.2 -0.4 -0.1
C 4.341104 -5.018972 0.152199 -0.1 -0.5 1.4
C 2.358890 -4.420782 -1.157925 0.3 -0.3 0.3
H 5.244332 -2.759947 -0.533660 0.3 0.0 -0.3
H 4.065616 -5.003827 1.214499 -0.1 0.3 0.0
H 5.424780 -4.911616 0.134701 0.0 0.1 -0.3
H 4.078916 -6.037882 -0.142017 0.1 0.1 -0.5
H 1.952286 -3.646509 -1.802139 0.1 0.1 0.2
H 2.449473 -5.351369 -1.725915 0.0 0.0 0.1
H 1.687540 -4.647009 -0.326778 -0.1 0.2 0.0
C 0.150311 1.791830 -4.304614 0.2 0.8 -2.2
O -0.836606 1.404334 -3.688563 -0.6 -0.3 0.1
N 0.287525 1.668855 -5.655230 -0.3 -0.1 0.9
C 1.331511 2.406993 -6.343307 0.4 -0.2 -0.9
C -0.702839 0.909296 -6.412608 0.5 0.5 -0.9
H 1.005145 2.329902 -3.865469 0.0 -0.2 0.0
H 0.953364 3.184834 -7.013778 -0.6 0.0 0.1
H 1.946776 1.778729 -6.990821 -0.1 -0.4 0.2
H 2.019536 2.930064 -5.680924 -0.7 -1.4 0.0
H -0.916281 1.429421 -7.350412 -0.3 0.4 0.2
H -0.351698 -0.056954 -6.766076 0.5 0.0 0.4
H -1.608792 0.730557 -5.846092 0.0 0.3 0.1
C 0.348176 0.339220 7.754353 -0.2 -1.3 0.5
O 0.691311 -0.648625 7.128327 0.1 0.5 -0.4
N -0.423613 0.245587 8.864001 -0.4 1.2 0.6
C -0.726864 1.433769 9.643148 0.1 -0.2 0.5
C -1.011568 -0.966161 9.397165 -0.2 0.0 -0.5
H 0.627168 1.379314 7.526177 0.1 -0.2 -0.1
H -1.796043 1.652598 9.614439 0.0 0.2 -0.1
H -0.139923 2.308294 9.367751 -0.1 -0.1 -0.5
H -0.460381 1.252353 10.688886 -0.1 -0.1 0.1
H -0.538403 -1.265820 10.333480 0.3 -0.2 -0.2
H -2.064747 -0.810905 9.644945 0.0 0.3 -0.1
H -1.003762 -1.740479 8.633871 0.4 -0.1 0.2
C -0.250432 -5.423811 -3.004409 -0.2 1.0 0.6
C 0.517051 -4.671733 -4.080656 1.2 -1.2 -0.7
C 2.019598 -5.190118 -4.305625 -1.3 -0.4 0.7
C 2.222352 -6.633898 -4.082168 -0.5 0.0 -0.7
N 2.403617 -7.760003 -3.936811 0.0 0.1 0.2
H -1.305506 -5.147820 -3.050174 -0.1 -0.3 -0.3
H 0.005195 -5.098719 -1.992820 0.4 -0.1 0.0
H -0.109571 -6.501884 -3.057327 -0.1 0.0 -0.2
H 0.570377 -3.587765 -3.997039 0.0 -0.1 0.4
H 0.002598 -4.816786 -5.032115 0.0 -0.2 0.0
H 2.697118 -4.803491 -3.542642 0.1 0.9 -0.8
H 2.243490 -4.961887 -5.343701 0.7 0.2 0.2
Br -1.592927 -2.101661 -5.705471 -0.6 -0.4 0.5
C -2.751737 -1.442587 -4.267851 -0.3 0.0 -0.1
C -4.155233 -2.019823 -4.203669 0.1 0.5 0.8
Br -4.141535 -3.907932 -3.691002 -0.3 0.3 -0.7
H -2.803484 -0.358126 -4.366476 0.0 0.0 -0.2
H -2.256417 -1.621675 -3.317028 0.2 -0.2 -0.1
H -4.857064 -1.778516 -4.999117 0.5 -0.6 -0.6
H -4.604081 -1.503747 -3.356893 0.0 -0.2 0.3
Br -5.413721 -5.484372 1.711253 0.6 0.0 -0.5
C -4.231993 -4.945324 0.202133 -0.8 -0.1 -0.1
C -3.370892 -3.822688 0.663469 0.2 0.6 0.7
Br -2.239810 -3.221155 -0.790446 0.4 0.0 0.1
H -4.926696 -4.657746 -0.582894 0.1 0.1 0.0
H -3.623394 -5.768643 -0.164756 -0.2 -0.3 0.4
H -2.750889 -4.137036 1.501116 0.2 0.0 -0.2
H -3.898410 -2.925682 0.978938 -0.3 -0.2 -0.1
Br -4.383445 0.684365 -1.719526 0.1 -0.1 -0.5
C -4.127551 1.954948 -3.186814 0.0 1.2 0.6
C -4.666836 3.314369 -2.701989 0.4 -0.8 -0.3
Br -6.604747 3.341402 -2.752170 0.0 0.3 -0.2
H -4.600209 1.586510 -4.092595 -0.3 -0.1 0.2
H -3.068374 2.115123 -3.395393 0.2 -0.6 0.3
H -4.211813 4.102277 -3.299437 -0.5 0.1 -0.2
H -4.383459 3.488978 -1.667326 0.0 -0.1 0.0
Br 4.417621 -0.823114 1.683664 0.7 -0.1 0.3
C 6.256323 -1.487480 2.091590 -0.6 -0.1 -0.3
C 7.171353 -0.328652 2.379490 -0.5 0.3 -0.3
Br 8.981383 -0.991906 2.738187 -0.5 0.1 0.2
H 6.511126 -2.051815 1.199094 0.2 0.0 0.1
H 6.133358 -2.154260 2.939926 0.1 0.0 0.0
H 6.740331 0.263687 3.190911 0.6 -0.2 0.2
H 7.271657 0.333741 1.523045 0.0 -0.1 0.0
Br 1.408990 2.752034 5.320389 0.2 -0.5 -0.1
C 3.088744 1.815989 5.679738 0.8 0.6 0.8
C 4.195309 2.718877 5.155414 -0.4 -0.2 -0.7
Br 5.918217 1.865942 5.466688 0.0 0.0 0.0
H 3.158529 0.797602 5.305895 -0.5 0.2 -0.5
H 3.209596 1.732498 6.759793 -0.3 0.1 0.0
H 4.231859 3.698452 5.622109 -0.1 -0.1 0.2
H 4.070664 2.867029 4.082115 0.2 -0.1 0.0
```
Positions in Å, forces in eV/Å.

## Properties
M ... 1565.1 Da
HOMO energy ... -4.43 eV
Total charge ... -1

The following is a quantum chemistry calculation of C23H32Cl2CuS as an isolated structure, from the Open Molecules 2025 dataset.

The geometry in XYZ format:
```
59
Properties=species:S:1:pos:R:3:forces:R:3
Cu 0.273793 0.883004 -0.475986 -0.1 0.2 -0.5
C -0.557692 -0.088142 1.223222 0.0 -0.3 0.4
C -1.141730 -0.632918 0.016555 -0.2 -0.1 0.0
C -0.393267 -1.829844 -0.284031 0.1 0.1 0.1
C 0.553195 -1.996034 0.757613 0.0 0.1 -0.1
C 0.458255 -0.954869 1.690064 0.1 0.1 -0.2
C 1.319386 -0.788446 2.928716 0.0 0.0 -0.1
C 1.123926 -1.990346 3.860873 0.0 -0.1 0.1
C 0.941018 0.486485 3.682207 0.0 0.1 0.0
C 2.807901 -0.713272 2.556933 0.0 0.0 0.0
C -0.369438 -2.721389 -1.532720 0.0 0.1 0.1
C -1.682444 -3.481648 -1.782222 0.0 0.0 0.0
C 0.017070 -1.903727 -2.776035 0.0 0.0 0.0
C 0.710264 -3.799716 -1.384089 0.1 -0.1 0.0
C -2.568821 -0.193756 -0.374929 0.1 -0.1 0.1
C -2.877410 1.202380 0.182484 -0.1 0.1 0.0
C -3.571658 -1.155663 0.293380 0.0 0.0 0.0
C -2.855388 -0.108068 -1.878733 0.0 0.0 0.0
H -0.998632 0.704062 1.813547 0.0 -0.1 0.0
H 1.319809 -2.762324 0.778506 -0.1 0.1 0.0
H 0.073783 -2.082170 4.150719 0.0 0.0 0.0
H 1.732299 -1.882769 4.767441 0.0 0.0 0.0
H 1.412267 -2.921135 3.364315 0.0 0.1 0.0
H -0.104990 0.459241 4.002292 0.1 0.0 0.0
H 1.077150 1.369342 3.049848 0.0 -0.1 0.0
H 1.569778 0.603361 4.571633 0.0 0.0 0.0
H 3.108673 -1.596934 1.987882 0.0 0.1 0.0
H 3.436905 -0.649184 3.453696 -0.1 0.0 0.0
H 3.007090 0.165028 1.942889 0.0 0.0 0.0
H -2.520449 -2.829195 -2.015894 0.0 0.0 0.0
H -1.952012 -4.066956 -0.898124 0.0 0.0 0.0
H -1.560446 -4.171915 -2.625143 0.0 0.0 0.0
H -0.652287 -1.066200 -2.950597 -0.1 0.0 0.0
H 0.019602 -2.538342 -3.671509 0.0 0.0 0.0
H 1.019683 -1.486733 -2.647129 0.0 0.0 0.0
H 0.509180 -4.457269 -0.534001 0.0 0.0 0.0
H 1.700057 -3.357858 -1.247787 -0.1 0.0 0.0
H 0.731832 -4.411662 -2.290991 0.0 0.0 0.0
H -2.855727 1.218034 1.274024 0.0 0.0 -0.1
H -3.887621 1.487874 -0.129469 0.0 0.0 0.0
H -2.182388 1.958256 -0.197969 0.0 -0.1 0.0
H -3.421051 -1.148583 1.377628 0.0 0.0 -0.1
H -3.446623 -2.182254 -0.048445 0.0 0.0 -0.1
H -4.604283 -0.845596 0.087295 0.1 0.0 0.0
H -2.182441 0.606332 -2.362303 0.0 0.0 0.0
H -3.882155 0.244935 -2.030202 0.1 0.0 0.0
H -2.765727 -1.063371 -2.388806 0.0 0.1 0.0
Cl 2.517160 2.162004 0.166914 0.0 0.0 0.1
C 2.216951 3.624394 -0.737575 0.1 -0.1 0.1
C 2.923189 4.740441 -0.323741 0.0 0.0 -0.1
C 2.769585 5.936880 -1.002855 0.0 0.0 0.0
C 1.913136 5.980491 -2.091266 0.0 0.0 0.0
C 1.215183 4.847181 -2.476168 0.0 0.1 -0.1
Cl 0.166637 5.015184 -3.865419 0.1 -0.1 0.1
C 1.312255 3.605558 -1.814602 0.0 -0.1 -0.1
S 0.405366 2.203072 -2.324648 0.2 0.1 0.3
H 3.585923 4.660055 0.527747 0.0 0.0 0.0
H 3.312504 6.820010 -0.690956 0.0 0.0 0.0
H 1.773875 6.894687 -2.654077 0.0 0.0 0.0
```
Positions in Å, forces in eV/Å.

## Properties
M ... 475.0 Da
HOMO energy ... -3.58 eV
Total charge ... -1